1.
24
Properties=species:S:1:pos:R:3:forces:R:3 method="wB97M-V/def2-TZVPD" charge=+1 e_above_lowest_kj_mol=215.5 gap_ev=10.16 e_tot_ha=-442.18252 e_lumo_ev=-3.0
C 1.3156 1.6086 2.2490 -0.33 0.82 1.13
C 0.1082 1.3837 1.2986 2.46 2.41 -1.02
C 0.5920 0.7534 0.0438 2.34 0.07 -4.84
C 1.4437 1.2786 -0.9317 -2.87 1.49 6.07
N 0.2175 -0.6690 -0.2881 -2.85 2.39 -2.23
H 0.7873 1.9710 3.1314 0.50 1.04 0.12
H 1.9240 0.8753 2.7430 -0.06 -1.59 -0.61
H 2.0833 2.3017 1.8355 -1.04 -0.09 0.27
H -0.7477 0.9683 1.7605 -0.73 -0.70 0.36
H -0.0896 2.4948 1.0669 -0.36 -1.81 0.01
H 1.8793 2.2594 -0.7635 -0.36 0.10 0.07
H 1.8374 0.8329 -1.7360 0.91 -2.23 -2.82
H 0.4732 -1.2196 0.4795 0.00 -1.61 1.49
H 0.6281 -1.0562 -1.1769 -0.53 0.74 0.85
H -0.8884 -0.7174 -0.4505 2.82 0.02 0.51
H -0.7716 -3.0053 1.3104 0.18 0.66 0.03
H 0.4051 -2.7655 2.1675 1.02 -0.45 1.11
O -0.1637 -2.2899 1.5897 -1.29 -0.96 -0.26
H -3.4922 0.7181 -1.2986 1.02 -1.24 -1.19
H -3.1447 -0.2644 -2.5165 -0.89 -0.10 -0.86
O -2.8066 0.1291 -1.7317 0.00 1.26 2.17
H -0.0606 -1.7739 -3.5926 -0.60 -0.17 1.81
H -1.2232 -1.9995 -2.5704 -1.42 -0.33 -0.15
O -0.3064 -1.8141 -2.6192 2.05 0.28 -2.04

=====

2.
24
Properties=species:S:1:pos:R:3:forces:R:3 method="wB97M-V/def2-TZVPD" charge=+2 e_above_lowest_kj_mol=177.2 gap_ev="9.70 / 5.69" e_tot_ha=-441.71520 spin_multiplicity=2 e_lumo_ev="-8.7 / -12.7"
C -0.2013 -0.6181 0.2992 2.73 -2.31 1.11
C 0.7866 -1.8189 -0.1007 0.57 2.57 -0.40
C 1.8196 -1.9218 0.9729 -0.27 -1.43 -4.05
C 1.4722 -2.0180 2.2777 1.09 -0.13 3.54
N -0.9239 0.0460 -0.7761 -3.65 -0.35 -0.30
H -0.8376 -1.0227 1.1004 -0.28 0.52 -0.83
H 0.5143 -0.0016 0.8341 -0.70 1.02 -0.43
H 0.2864 -2.7526 -0.1293 -0.76 -1.41 0.14
H 1.2380 -1.7048 -1.0989 -0.01 0.11 0.40
H 2.8389 -2.1932 0.6290 -0.43 0.42 0.58
H 2.3343 -2.0836 2.9703 -0.78 0.12 -0.01
H 0.4735 -2.0661 2.7186 0.16 0.00 -0.40
H -0.9195 -0.3892 -1.7270 0.23 -0.10 0.99
H -1.9656 0.0037 -0.4112 2.20 0.61 -1.29
H -0.7775 1.0510 -1.0065 0.13 -0.16 0.65
H -1.9170 2.6647 -2.3722 -0.21 -0.32 2.66
H -2.9431 2.8845 -1.2417 0.09 -0.06 0.30
O -2.0668 2.4906 -1.3628 0.31 0.37 -3.08
H -0.8162 1.9807 1.2861 -0.46 0.60 0.73
H -1.7920 1.4383 2.4501 -0.01 0.79 0.26
O -1.3307 1.2480 1.6368 0.12 -0.81 -0.68
H 1.6983 1.8032 -1.5597 -0.03 0.22 -0.63
H 1.8366 1.3320 -3.0126 0.20 0.05 -0.31
O 1.1924 1.6478 -2.3765 -0.23 -0.32 1.06

=====

3.
23
Properties=species:S:1:pos:R:3:forces:R:3 method="wB97M-V/def2-TZVPD" smiles=CC(C)C.O.O.O e_above_lowest_kj_mol=213.5 gap_ev=11.11 e_tot_ha=-387.64148 e_lumo_ev=0.6
C 1.3145 1.1960 -0.2101 1.19 1.17 1.06
C 0.1839 0.2333 0.1294 -0.49 -0.13 -3.75
C 0.6828 -1.1420 -0.1875 4.76 1.08 0.40
C -0.4585 0.3626 1.4942 -1.26 -0.94 -1.02
H 1.8810 1.3879 0.7318 -0.40 -0.13 -0.68
H 2.0895 0.7823 -0.9059 -1.01 0.44 0.32
H 0.9954 2.2049 -0.5492 0.05 -0.66 0.07
H -0.5509 0.2806 -0.8391 0.78 0.80 2.58
H -0.0433 -1.8295 -0.4133 -1.31 -1.72 -0.54
H 1.3452 -1.4803 0.6197 -0.38 -0.37 0.36
H 1.5098 -0.9996 -0.9880 -2.01 -0.86 0.56
H -1.5002 0.2602 1.2627 -1.02 0.32 0.36
H -0.3327 -0.4322 2.2142 0.84 -0.58 -0.11
H -0.3168 1.2531 2.0275 0.33 1.56 0.39
H 2.9529 1.0724 2.4282 -1.56 -6.49 -1.70
H 3.0655 2.4566 1.7570 0.19 -1.63 2.01
O 3.1480 1.8983 2.6008 1.57 8.20 -0.04
H -3.6535 0.5524 -1.8929 0.30 -0.03 0.68
H -3.1366 0.0448 -0.4753 0.36 1.04 1.17
O -3.4457 -0.1998 -1.3218 -0.56 -1.07 -1.78
H -1.6491 -3.0444 -2.4851 -0.48 -0.58 -0.19
H -1.6612 -1.7300 -1.7384 -0.58 0.43 0.12
O -1.1186 -2.2834 -2.2927 0.71 0.13 -0.26

=====

4.
24
Properties=species:S:1:pos:R:3:forces:R:3 method="wB97M-V/def2-TZVPD" smiles=CCCSC.O.O.O e_above_lowest_kj_mol=224.7 gap_ev=9.41 e_tot_ha=-785.81684 e_lumo_ev=0.4
C -1.6369 0.0577 -0.9411 0.85 -0.70 -0.23
C -1.4509 -0.5889 0.4797 -0.60 -1.42 0.40
C 0.0320 -0.9368 0.8796 1.37 -1.08 -1.38
S 1.2151 0.2607 0.1718 0.15 1.34 0.56
C 2.6705 -0.6937 -0.2738 0.27 -0.40 0.36
H -0.9041 -0.4309 -1.6324 -0.42 0.60 0.51
H -2.6127 -0.1876 -1.4266 0.47 0.49 0.87
H -1.4172 1.1617 -0.9348 -0.38 -1.16 -0.08
H -1.9628 -1.6132 0.5360 0.51 1.43 -0.36
H -1.9919 -0.0080 1.2219 0.27 0.28 0.20
H 0.2311 -1.9016 0.3444 -0.12 0.68 0.26
H 0.5084 -1.1476 1.8642 -1.77 0.40 0.00
H 3.2702 -1.3355 0.4010 -0.63 0.79 0.36
H 2.2057 -1.3431 -0.9489 0.35 -1.32 -1.27
H 3.3399 -0.0712 -0.8554 0.00 0.29 0.06
H 2.9318 2.5372 2.4315 -0.99 0.79 1.38
H 1.7496 2.0953 1.8806 -1.18 0.23 0.74
O 1.9658 2.6233 2.6879 2.14 -1.09 -2.10
H 0.8634 -1.9643 -1.4815 -1.17 -1.23 -2.06
H 0.1264 -2.5979 -3.0018 2.13 0.02 4.60
O 0.5755 -2.7795 -2.0013 -1.27 1.07 -2.83
H -2.5572 3.2549 0.1862 1.01 0.68 -0.04
H -3.6497 2.3409 0.3014 -0.73 -0.34 0.01
O -3.5022 3.2680 0.1115 -0.27 -0.34 0.03

=====

5.
24
Properties=species:S:1:pos:R:3:forces:R:3 method="wB97M-V/def2-TZVPD" smiles=CCCSC.O.O.O e_above_lowest_kj_mol=101.1 gap_ev=8.82 e_tot_ha=-785.86388 e_lumo_ev=0.5
C 0.4258 0.9041 2.0131 0.20 2.36 1.15
C -0.6310 0.4930 1.0099 -0.63 1.07 -1.56
C -0.0375 0.0305 -0.3592 -0.59 -0.39 0.28
S 1.0838 -1.3924 -0.1935 0.21 -0.19 1.01
C 1.9111 -1.4718 -1.7934 -0.51 1.79 -0.47
H 0.7591 0.0196 2.5672 0.45 0.46 -0.12
H 1.3147 1.5320 1.5370 -1.78 -1.61 0.93
H -0.0850 1.6463 2.7848 1.14 -1.58 -1.36
H -1.2551 1.4142 0.7933 0.60 -0.93 -0.07
H -1.3640 -0.2222 1.4005 0.43 -0.13 0.07
H 0.4693 0.8570 -0.8150 0.71 0.57 -0.06
H -0.7916 -0.2414 -1.0944 -0.45 -0.06 0.25
H 1.7953 -0.4173 -2.1791 0.26 -1.10 -0.02
H 3.0050 -1.6315 -1.6846 -0.93 -0.40 -0.14
H 1.3316 -2.1461 -2.4459 0.87 0.14 0.09
H -3.6650 0.6864 -0.6513 -0.10 0.16 0.17
H -4.4518 1.5098 -1.7656 1.73 -2.00 0.60
O -3.7884 0.7461 -1.6030 -1.59 1.90 -0.78
H 5.8226 1.8486 1.6435 0.31 1.21 -0.82
H 5.0660 0.5208 1.4447 0.57 0.69 0.64
O 5.5871 1.0577 2.0829 -0.89 -1.91 0.18
H -4.3823 -2.6802 -0.8517 0.64 1.22 0.73
H -4.1116 -1.2466 -1.3133 0.13 -0.04 0.46
O -4.0081 -1.8166 -0.5267 -0.77 -1.22 -1.16

=====

6.
24
Properties=species:S:1:pos:R:3:forces:R:3 method="wB97M-V/def2-TZVPD" smiles=CC[C@H](C)O.O.O.O e_above_lowest_kj_mol=198.7 gap_ev=10.70 e_tot_ha=-462.88627 e_lumo_ev=0.6
C 0.4204 1.2870 0.7236 3.46 1.55 0.71
C -0.6152 0.8602 -0.1301 -3.50 -0.73 -3.62
C -0.1108 0.1721 -1.4328 2.13 1.42 -0.39
C -1.1150 -0.5867 -2.2951 -0.31 1.55 -1.01
O 0.8953 -0.7755 -1.1159 0.58 -0.73 1.09
H 0.7634 2.2534 0.3990 0.67 0.44 -0.71
H 1.3074 0.6930 0.8146 0.47 -0.70 -0.24
H 0.2372 1.5626 1.6950 -1.44 0.07 2.61
H -1.4109 0.2262 0.2936 0.28 0.16 0.15
H -1.0766 1.7928 -0.5328 -0.46 -0.77 0.41
H 0.5470 1.0214 -1.9876 -1.92 -1.77 0.64
H -0.6731 -1.5111 -2.7044 -0.60 0.53 0.55
H -2.0787 -0.7161 -1.8054 0.10 -0.42 0.25
H -1.3323 0.0602 -3.1596 -0.08 -0.37 0.02
H 0.8017 -0.9637 -0.1691 0.30 -0.28 -0.40
H 2.4868 -4.7872 3.4794 0.12 -1.91 -0.35
H 2.8925 -3.5307 4.1224 -1.90 -0.40 -1.72
O 2.2070 -3.8968 3.4507 1.78 2.32 2.07
H 2.0286 -1.1489 -4.2668 0.70 0.18 -0.06
H 1.1640 -1.7828 -3.1833 0.25 0.09 0.32
O 1.1477 -1.4448 -4.0807 -0.63 -0.24 -0.32
H -2.8534 3.6031 3.1621 0.46 -0.95 -0.37
H -2.6595 3.5955 4.7251 1.62 -2.43 2.68
O -2.9734 4.0167 3.9980 -2.08 3.38 -2.31